DFT (ωB97M-V with the def2-TZVPD basis set) results for a structure of composition C51H31Br2I4N9Y at a distorted geometry.

The energy relative to the best compared isomer or geometry (same formula, charge and spin) is 262.0 kJ/mol. The calculation puts the energy at -240328.544 eV. The total charge is +1. The HOMO energy (alpha / beta) is -9.46 / -9.24 eV. The largest force on an atom comes out at 2.19 eV Å⁻¹. For the gap between HOMO and LUMO (alpha / beta), the calculation gives 5.1 / 4.9 eV.

Each line ends with the Löwdin charge.
Positions of all 98 atoms, in Å:
I (6.0804, -3.5270, -4.2875)  0.946
I (-0.6551, 8.7665, -4.6097)  0.877
I (-7.9250, -5.8190, 2.3198)  0.878
I (0.8278, 3.6065, 8.7174)  0.884
Y (0.0055, -0.1793, -0.0840)  1.455
Br (2.0637, -3.3817, -0.4610)  0.776
Br (0.2284, -3.3992, 2.1219)  0.741
N (5.4994, 0.1602, -1.9515)  0.104
N (-0.3104, 0.7551, -2.0067)  -0.019
N (-0.2790, 1.9505, 0.5248)  -0.003
N (3.2342, -0.1350, 2.9852)  0.063
N (-1.4940, -0.4170, 1.5219)  -0.020
N (-1.2098, -1.7534, -0.9870)  -0.038
N (2.6638, -0.3087, -1.4781)  0.138
N (1.8868, -0.4457, 1.3317)  0.005
N (3.9870, 0.0845, 1.8992)  0.143
C (-0.3086, 3.1708, -1.6049)  -0.040
C (-6.2057, -4.7323, 1.8026)  -0.724
C (4.1658, -2.8235, -3.7594)  -0.663
C (3.1554, -0.1144, 0.9014)  -0.299
C (1.2204, -1.8563, -3.7533)  -0.151
C (-2.1217, -3.8124, -1.3030)  0.024
C (-2.3752, -1.4404, 1.7120)  -0.276
C (-5.0176, -5.3954, 1.5445)  -0.139
C (0.0146, -1.4578, -3.0490)  -0.064
C (-0.1318, 3.7215, 1.9593)  0.018
C (-1.4793, 5.3083, -2.1188)  -0.021
C (-2.0055, -0.5350, 3.7465)  0.007
C (0.6290, 6.1691, -3.7064)  -0.139
C (-0.4014, 2.0584, -2.4424)  -0.200
C (-0.1206, 4.2220, 0.6925)  0.022
C (-0.7061, -2.2776, -2.1408)  -0.274
C (-1.2910, 0.1993, 2.7371)  -0.250
C (-0.5139, 6.9431, -3.5785)  -0.723
C (5.1227, -0.5747, -2.9319)  -0.110
C (-0.5036, 2.0552, -3.8744)  0.033
C (-1.3107, 2.0648, 5.2590)  -0.027
C (-2.7507, -2.4372, 0.7692)  -0.088
C (1.3038, 2.8227, 5.8260)  -0.140
C (1.9880, -0.4450, 2.6480)  -0.174
C (-0.3480, 4.5077, -2.2552)  -0.212
C (-3.9125, -3.2828, 1.1383)  -0.194
C (-1.2127, -3.6114, -2.3001)  0.009
C (1.1904, -4.4952, 0.8548)  -0.950
C (-6.2649, -3.3486, 1.7279)  -0.136
C (-3.8806, -4.6728, 1.2173)  -0.035
C (4.2165, -1.7592, -2.7070)  -0.334
C (3.0763, -3.4387, -4.2517)  -0.153
C (3.6020, -0.1691, -0.4915)  -0.231
C (-2.7147, -1.5053, 3.1106)  0.002
C (3.0265, -0.8564, -2.6074)  -0.248
C (-0.9865, 2.5512, 6.5164)  -0.130
C (4.9433, 0.0824, -0.7330)  -0.065
C (-1.5679, 6.5217, -2.7829)  -0.137
C (0.9670, 2.3470, 4.5696)  -0.048
C (0.3209, 2.9091, 6.8014)  -0.720
C (-0.6180, 1.4235, 2.9074)  -0.068
C (-5.1248, -2.6356, 1.4009)  -0.025
C (-0.3933, 0.7573, -4.2759)  -0.005
C (-0.2205, 3.1068, -0.2012)  -0.212
C (-0.2669, -0.0358, -3.0887)  -0.263
C (0.7052, 4.9505, -3.0495)  -0.027
C (1.6880, -3.1095, -3.9802)  -0.041
C (-0.2759, 2.2967, 1.8418)  -0.239
C (2.2499, -0.7385, -3.8752)  -0.045
C (-2.0868, -2.6531, -0.4477)  -0.230
C (-0.3349, 1.9337, 4.2736)  -0.194
H (1.4519, 6.5085, -4.3205)  0.097
H (-4.9705, -6.4742, 1.6045)  0.098
H (3.6372, -0.0404, 3.9030)  0.172
H (-2.9509, -5.2053, 1.0611)  0.113
H (5.5589, 0.4123, 0.0937)  0.120
H (1.9442, -5.0586, 1.3879)  0.006
H (-2.4600, 7.1255, -2.6876)  0.098
H (-0.4352, 0.3593, -5.2782)  0.127
H (-7.1920, -2.8259, 1.9196)  0.099
H (-2.3030, 4.9686, -1.5028)  0.129
H (2.3171, 3.1363, 6.0377)  0.097
H (2.9081, -0.9316, -4.7209)  0.140
H (5.4395, -0.3268, -3.9415)  0.130
H (-0.6391, 2.9237, -4.4984)  0.123
H (1.2043, -0.6775, 3.3489)  0.121
H (1.5951, 4.3414, -3.1519)  0.126
H (-0.0639, 5.2570, 0.3964)  0.120
H (0.4844, -5.1372, 0.3447)  0.005
H (3.2339, -4.3072, -4.8819)  0.097
H (-0.1066, 4.2742, 2.8843)  0.120
H (-5.1776, -1.5572, 1.3219)  0.127
H (4.4498, -2.1958, -1.7278)  0.130
H (-3.3815, -2.2243, 3.5571)  0.123
H (-1.7569, 2.6630, 7.2673)  0.101
H (-2.3389, 1.8164, 5.0287)  0.122
H (-0.9851, -4.2827, -3.1126)  0.110
H (1.8128, 0.2425, -3.9808)  0.111
H (-1.9911, -0.3350, 4.8053)  0.109
H (-2.7492, -4.6786, -1.1764)  0.111
H (1.0073, -3.9528, -3.9781)  0.106
H (1.7199, 2.3166, 3.7922)  0.113

DFT (ωB97M-V with the def2-TZVPD basis set) results for a structure of composition C7H11HgNP at a distorted geometry.

The energy relative to the best compared isomer or geometry (same formula, charge and spin) is 562.3 kJ/mol. The calculation puts the energy at -22381.790 eV. The total charge is -1. The HOMO energy (alpha / beta) is -0.33 / 0.70 eV. The largest force on an atom comes out at 9.07 eV Å⁻¹. For the gap between HOMO and LUMO (alpha / beta), the calculation gives 3.9 / 3.0 eV.

Each line ends with the natural charge from an NBO analysis.
Positions of all 21 atoms, in Å:
Hg (-0.1241, -0.4807, -0.0142)  1.265
P (1.6550, -0.5670, 1.3916)  -0.315
N (0.3756, 1.4550, 0.0429)  -0.920
C (-1.0269, -2.5577, 0.2149)  -0.465
C (-2.1262, -1.6423, 0.2088)  -0.389
C (-1.0912, -1.6481, -1.9117)  -0.388
C (1.0705, 4.1466, 0.1221)  -0.736
C (-0.4459, -2.6114, -1.1347)  -0.395
C (0.6907, 2.6754, 0.0788)  0.172
C (-2.0842, -0.9795, -1.0584)  -0.478
H (0.5483, 4.6873, -0.6937)  0.192
H (-2.8089, -1.4347, 1.0331)  0.232
H (1.4517, -0.1080, 2.7164)  -0.105
H (0.3683, -3.2668, -1.4476)  0.229
H (0.7730, 4.5765, 1.1005)  0.210
H (-0.7657, -3.2301, 1.0351)  0.228
H (2.1673, 4.2492, -0.0089)  0.229
H (2.7999, 0.1827, 1.0297)  -0.008
H (-2.7862, -0.2143, -1.3976)  0.230
H (-0.8823, -1.4001, -2.9534)  0.229
H (2.2415, -1.8320, 1.6462)  -0.017

DFT (ωB97M-V with the def2-TZVPD basis set) results for a structure of composition C2HFLuO2 at a distorted geometry.

The calculation puts the energy at -42517.928 eV. The total charge is -1. The HOMO energy is -1.93 eV. The largest force on an atom comes out at 4.36 eV Å⁻¹. For the gap between HOMO and LUMO, the calculation gives 4.7 eV.

Each line ends with the natural charge from an NBO analysis.
Positions of all 7 atoms, in Å:
Lu (-0.7010, -2.6491, 0.5059)  0.792
F (1.5393, 1.2126, 0.5899)  -0.695
O (-0.8397, -0.5228, -0.2665)  -1.114
O (0.3014, 2.9340, -0.8533)  -0.689
C (-0.7834, 0.7439, -0.6661)  -0.108
C (0.1139, 1.6522, -0.4639)  0.355
H (0.0818, 3.5642, -0.1092)  0.459

DFT (ωB97M-V with the def2-TZVPD basis set) results for a cluster of 2 separate species, C4H14N3O in total at a distorted geometry.

The energy relative to the best compared isomer or geometry (same formula, charge and spin) is 121.5 kJ/mol. The calculation puts the energy at -10886.902 eV. The total charge is +1. The HOMO energy is -14.30 eV. The largest force on an atom comes out at 1.64 eV Å⁻¹. For the gap between HOMO and LUMO, the calculation gives 11.6 eV.

Each line ends with the natural charge from an NBO analysis.
Positions of all 22 atoms, in Å:
O (-1.7043, -0.3806, -2.0313)  -0.782
N (-1.4355, 1.3494, 0.4400)  -0.781
N (-0.0729, 0.8824, 2.2700)  -0.768
N (0.2974, -0.0926, 0.1912)  -0.564
C (-1.0950, 0.2760, -3.1810)  -0.268
C (1.5665, -0.8012, 0.3590)  -0.229
C (-0.4199, 0.6677, 0.9875)  0.686
C (1.9717, -1.2523, 1.7626)  -0.653
H (2.3675, -0.1566, -0.0092)  0.220
H (2.2054, -0.4511, 2.4765)  0.210
H (2.9493, -1.7109, 1.5834)  0.255
H (-2.6646, -0.3043, -2.0035)  0.495
H (-0.1668, -0.3360, -0.6718)  0.442
H (0.4119, 0.0782, 2.6289)  0.419
H (-0.7296, 1.3226, 2.8992)  0.421
H (-1.7125, 1.0324, -0.4719)  0.427
H (-1.9310, 2.1128, 0.8843)  0.429
H (1.6040, -1.7516, -0.1645)  0.234
H (-0.6044, 1.1942, -2.8416)  0.172
H (1.3091, -1.8924, 2.3450)  0.225
H (-1.7422, 0.6994, -3.9499)  0.209
H (-0.4042, -0.4857, -3.5029)  0.203

Question: Which formula does entry 1 have?
Answer: C51H31Br2I4N9Y

Copy entry 3 word for word.
DFT (ωB97M-V with the def2-TZVPD basis set) results for a structure of composition C2HFLuO2 at a distorted geometry.

The calculation puts the energy at -42517.928 eV. The total charge is -1. The HOMO energy is -1.93 eV. The largest force on an atom comes out at 4.36 eV Å⁻¹. For the gap between HOMO and LUMO, the calculation gives 4.7 eV.

Each line ends with the natural charge from an NBO analysis.
Positions of all 7 atoms, in Å:
Lu (-0.7010, -2.6491, 0.5059)  0.792
F (1.5393, 1.2126, 0.5899)  -0.695
O (-0.8397, -0.5228, -0.2665)  -1.114
O (0.3014, 2.9340, -0.8533)  -0.689
C (-0.7834, 0.7439, -0.6661)  -0.108
C (0.1139, 1.6522, -0.4639)  0.355
H (0.0818, 3.5642, -0.1092)  0.459